[1]
Formula: C4H12N2S
Source: OMol25
Level of theory: ωB97M-V/def2-TZVPD

Each line ends with the natural charge from an NBO analysis.
Geometry (Å):
N: 0.5479 -0.7862 1.1690  -0.84
C: -0.6959 -0.1601 0.7002  -0.07
C: -1.7393 -1.2252 0.2837  -0.51
S: -2.0425 -2.3911 1.6926  -0.09
C: -0.4727 0.6573 -0.6249  -0.22
N: 0.6224 1.5943 -0.5851  -0.68
C: 1.9743 1.2611 -1.1114  -0.41
H: 0.6971 -1.6020 0.5769  0.35
H: 1.2959 -0.1310 0.9919  0.37
H: -0.9753 0.5823 1.4485  0.19
H: -1.2411 -1.7359 -0.5520  0.20
H: -2.7361 -0.8908 0.0097  0.23
H: -0.7484 -2.3579 2.1338  0.15
H: -0.2571 -0.0326 -1.4512  0.18
H: -1.4331 1.1194 -0.8768  0.19
H: 0.5071 2.4180 -0.0188  0.37
H: 2.1604 2.0648 -1.8238  0.19
H: 2.7259 1.2892 -0.3197  0.19
H: 1.8103 0.3262 -1.6426  0.20

Forces on atoms 1 to 2 (eV/Å):
N -0.76 -0.39 -0.35
C 0.01 0.62 -1.70

Calculated values
Electronic energy: -667.26297 Ha
Structure (SMILES): CNC[C@H](N)CS
Kohn-Sham gap: 0.33813 hartree
F_max: 2.65 eV/A

***

[2]
Formula: C2H4O3S
Source: OMol25
Level of theory: ωB97M-V/def2-TZVPD

Each line ends with the natural charge from an NBO analysis.
Geometry (Å):
C: -0.7035 -0.5127 1.2788  -1.04
C: 1.0513 0.6288 -0.9067  0.22
O: -0.4718 2.0616 0.8647  -0.88
O: 1.4149 0.8870 1.8678  -0.90
O: 0.7698 1.2077 -1.9313  -0.46
S: 0.3242 0.7383 0.8713  1.87
H: -1.2208 -0.9238 0.3684  0.23
H: -0.4976 -1.0849 2.2141  0.27
H: 1.7924 -0.1686 -0.7810  0.16
H: -0.5035 2.5828 0.0506  0.52

Forces on atoms 1 to 2 (eV/Å):
C 0.80 0.39 -1.74
C -0.43 0.68 -1.00

Calculated values
Electronic energy: -702.36406 Ha
Structure (SMILES): C=[S@](=O)(O)C=O
Kohn-Sham gap: 0.28651 hartree
F_max: 4.38 eV/A

***

[3]
Formula: C4H3F2N
Source: OMol25
Level of theory: ωB97M-V/def2-TZVPD

Each line ends with the natural charge from an NBO analysis.
Geometry (Å):
C: -0.5383 0.7133 0.5025  -0.32
C: -0.3585 1.0610 -0.7817  0.01
C: 0.6328 -0.8817 -0.9273  0.11
C: 0.0840 -0.5910 0.9959  0.66
N: 0.3159 0.1246 -1.5790  -0.46
F: -0.6988 -1.5726 1.3438  -0.31
F: 1.0820 -0.4065 1.8364  -0.31
H: -0.8137 1.4505 1.1474  0.21
H: -0.5004 1.9957 -1.3369  0.22
H: 0.7949 -1.8933 -1.2011  0.19

Forces on atoms 1 to 2 (eV/Å):
C 0.68 -0.84 -0.90
C 0.88 0.17 0.62

Calculated values
Electronic energy: -408.59004 Ha
Kohn-Sham gap: 0.33493 hartree
F_max: 6.80 eV/A

***

[4]
Formula: C2H7OPS
Source: OMol25
Level of theory: ωB97M-V/def2-TZVPD

Each line ends with the natural charge from an NBO analysis.
Geometry (Å):
C: -1.5685 0.7283 -1.3553  -1.00
C: 1.6064 -0.7390 -1.3390  -0.80
O: -1.5383 -1.5170 0.2090  -1.08
P: -0.9894 -0.1684 0.1532  1.27
S: 1.3252 0.3675 0.0431  0.30
H: -1.0808 1.7060 -1.3264  0.22
H: -2.5985 0.8364 -1.6782  0.25
H: -0.9895 0.3089 -2.1423  0.21
H: 0.7139 -0.9995 -1.8348  0.23
H: 2.1618 -1.5957 -0.9726  0.26
H: 2.3279 -0.0688 -1.8817  0.26
H: -1.5050 0.7412 1.1946  -0.12

Forces on atoms 1 to 2 (eV/Å):
C 1.16 0.88 0.42
C 1.71 1.76 0.83

Calculated values
Electronic energy: -895.04052 Ha
Kohn-Sham gap (alpha / beta): 0.23289 / 0.24411 hartree
F_max: 3.40 eV/A
⟨S²⟩: 2.007
Multiplicity: 3

***

[5]
Formula: C2H6N3
Source: OMol25
Level of theory: ωB97M-V/def2-TZVPD

Each line ends with the natural charge from an NBO analysis.
Geometry (Å):
C: -1.1139 0.1832 0.4462  0.04
C: 1.2061 -0.4145 -0.0792  -0.46
N: -2.3773 0.3932 -0.1483  0.01
N: -2.0644 -0.7828 -0.0105  0.03
N: 0.0710 0.4706 -0.3854  -0.54
H: -0.8934 0.1372 1.5299  0.24
H: 1.1432 -0.7922 0.9294  0.24
H: 1.2881 -1.4006 -0.5166  0.26
H: 2.1389 0.0617 -0.3077  0.25
H: 0.1356 0.7530 -1.4064  0.48
H: 0.4662 1.3911 -0.0515  0.45

Forces on atoms 1 to 2 (eV/Å):
C 0.51 -0.55 0.62
C 1.08 -2.00 0.51

Calculated values
Electronic energy: -243.69169 Ha
Total charge: +1
Structure (SMILES): C[NH2+]C1N=N1
Kohn-Sham gap: 0.41551 hartree
F_max: 3.52 eV/A

***

[6]
Formula: C41H44BN8O19S2
Source: OMol25
Level of theory: ωB97M-V/def2-TZVPD

Each line ends with the Löwdin charge.
Geometry (Å):
C: 0.9221 -3.9204 0.8181  -0.07
C: -0.2531 -2.9174 0.5171  -0.27
O: -0.1904 -2.4152 -0.8067  -0.15
C: -0.9959 -1.2296 -0.9304  -0.18
C: -2.4735 -1.7084 -1.0630  -0.17
O: -3.4546 -0.6627 -0.9982  -0.18
C: -3.4450 0.0263 0.2233  -0.26
S: -3.9356 -0.9525 1.7043  0.60
O: -2.7721 -1.8006 2.0851  -0.37
O: -4.1302 0.0778 2.7815  -0.40
N: -5.4073 -1.7512 1.5594  -0.33
S: -5.3262 -3.1648 0.6519  0.63
O: -4.2495 -4.1248 1.0431  -0.39
O: -5.3698 -2.9446 -0.8424  -0.39
B: -6.9623 -4.0638 1.0238  -0.57
N: -7.9250 -3.5309 1.9918  0.14
O: -7.1329 -5.2533 0.3142  0.11
H: 1.6162 -3.4985 1.5744  0.06
H: 0.4815 -4.8271 1.2918  0.07
H: 1.4370 -4.2724 -0.0944  0.07
H: -1.1926 -3.4878 0.6930  0.11
H: -0.2360 -2.1313 1.3009  0.11
H: -0.7116 -0.6473 -1.8207  0.11
H: -0.7866 -0.6197 -0.0323  0.09
H: -2.7459 -2.5087 -0.3510  0.08
H: -2.5731 -2.1540 -2.0769  0.14
H: -4.1993 0.8375 0.1268  0.11
H: -2.4855 0.5301 0.4629  0.11
H: -7.4314 -3.1371 2.7889  0.06
H: -8.5422 -2.8354 1.5873  0.05
H: -6.3172 -5.4310 -0.1677  0.08
C: -13.1325 -1.1653 4.8614  -0.08
C: -13.0319 -0.9271 3.4960  -0.07
C: -11.7865 -0.7395 2.9130  0.00
C: -10.6507 -0.7973 3.7082  -0.14
C: -10.7397 -1.0275 5.0735  0.00
C: -11.9889 -1.2114 5.6497  -0.07
N: -9.3339 -0.6245 3.0941  -0.35
O: -9.2920 -0.4071 1.9000  0.08
O: -8.3621 -0.7121 3.8117  0.10
H: -14.1059 -1.3169 5.3127  0.10
H: -13.9247 -0.8905 2.8851  0.10
H: -11.7152 -0.5546 1.8501  0.12
H: -9.8536 -1.0678 5.6919  0.12
H: -12.0710 -1.3946 6.7132  0.10
C: 5.2804 1.3410 0.7992  -0.12
C: 4.8564 0.8742 -0.4385  -0.07
C: 3.5021 0.8325 -0.7396  0.01
C: 2.5843 1.2654 0.2085  -0.14
C: 2.9973 1.7262 1.4518  0.00
C: 4.3523 1.7625 1.7442  -0.08
N: 1.1582 1.2468 -0.1099  -0.34
O: 0.8235 0.8198 -1.1934  0.07
O: 0.3839 1.6600 0.7297  0.08
H: 6.3354 1.3788 1.0279  0.09
H: 5.5823 0.5463 -1.1685  0.08
H: 3.1797 0.4678 -1.7056  0.12
H: 2.2810 2.0584 2.1909  0.12
H: 4.6866 2.1242 2.7085  0.11
C: 6.2022 -1.5128 6.3687  -0.07
C: 5.9754 -2.7341 5.7455  -0.06
C: 6.0765 -2.8398 4.3657  0.00
C: 6.4097 -1.7155 3.6233  -0.14
C: 6.6311 -0.4892 4.2344  0.00
C: 6.5254 -0.3912 5.6144  -0.07
N: 6.5397 -1.8275 2.1720  -0.34
O: 6.3196 -2.9054 1.6661  0.09
O: 6.8608 -0.8328 1.5554  0.06
H: 6.1272 -1.4349 7.4467  0.11
H: 5.7218 -3.6049 6.3360  0.11
H: 5.8980 -3.7929 3.8873  0.12
H: 6.8854 0.3871 3.6538  0.11
H: 6.6981 0.5591 6.1029  0.11
C: 4.8555 6.2171 -3.8350  -0.07
C: 4.1510 5.2752 -3.0949  -0.06
C: 4.6546 4.8265 -1.8825  0.01
C: 5.8627 5.3332 -1.4221  -0.14
C: 6.5788 6.2687 -2.1563  -0.01
C: 6.0693 6.7102 -3.3689  -0.07
N: 6.3810 4.8772 -0.1348  -0.34
O: 5.7328 4.0455 0.4622  0.08
O: 7.4262 5.3534 0.2622  0.07
H: 4.4569 6.5693 -4.7788  0.11
H: 3.2077 4.8922 -3.4618  0.11
H: 4.1013 4.0921 -1.3115  0.12
H: 7.5218 6.6581 -1.7982  0.12
H: 6.6162 7.4414 -3.9500  0.10
C: 10.9740 0.8962 -2.9587  -0.07
C: 10.5591 0.4270 -4.1996  -0.07
C: 9.2075 0.3841 -4.5101  0.00
C: 8.2833 0.8182 -3.5700  -0.14
C: 8.6858 1.2819 -2.3250  0.01
C: 10.0391 1.3190 -2.0213  -0.06
N: 6.8595 0.7981 -3.8995  -0.34
O: 6.5347 0.3710 -4.9853  0.09
O: 6.0848 1.2155 -3.0634  0.06
H: 12.0305 0.9333 -2.7215  0.11
H: 11.2902 0.0971 -4.9263  0.11
H: 8.8916 0.0178 -5.4771  0.12
H: 7.9637 1.6153 -1.5914  0.12
H: 10.3655 1.6809 -1.0551  0.11
C: -6.1774 0.2942 -2.6001  -0.05
C: -6.4144 -0.9327 -3.2015  -0.05
C: -6.3692 -1.0519 -4.5828  0.01
C: -6.0798 0.0711 -5.3501  -0.16
C: -5.8469 1.3060 -4.7577  -0.01
C: -5.8973 1.4137 -3.3749  -0.06
N: -6.0069 -0.0507 -6.8046  -0.36
O: -6.2340 -1.1370 -7.2969  0.06
O: -5.7208 0.9416 -7.4456  0.06
H: -6.2093 0.3760 -1.5203  0.11
H: -6.6316 -1.7972 -2.5869  0.09
H: -6.5547 -2.0123 -5.0431  0.12
H: -5.6257 2.1799 -5.3547  0.11
H: -5.7147 2.3695 -2.9004  0.10

Forces on atoms 1 to 2 (eV/Å):
C -0.70 -0.09 0.27
C 0.23 -1.51 0.94

Calculated values
Electronic energy: -4277.09791 Ha
Total charge: -1
Kohn-Sham gap: 0.23181 hartree
F_max: 4.64 eV/A